DFT (the ωB97M-V functional and the def2-TZVPD basis) results for an isolated molecule of C5H7N in a non-equilibrium geometry.

```
13
Properties=species:S:1:pos:R:3:nbo_charge:R:1
C -1.07 -0.01 -1.82 0.176
C -0.85 -0.54 0.61 -0.067
C -0.23 0.19 -0.82 -0.065
C -0.10 -0.60 1.88 -0.727
C 1.11 0.86 -1.04 -0.640
N -1.61 0.07 -2.82 -0.297
H -1.85 -0.95 0.46 0.206
H -0.27 -1.45 2.65 0.243
H 1.00 -0.91 1.76 0.233
H -0.19 0.38 2.36 0.241
H 1.74 0.07 -1.34 0.234
H 1.33 1.32 -0.07 0.228
H 1.00 1.58 -1.81 0.235
```

Results
Gap between HOMO and LUMO (alpha / beta): 8.284 / 8.598 eV
Lowest unoccupied orbital energy (alpha / beta): -0.396 / -0.039 eV
HOMO level (alpha / beta): -0.31899 / -0.31742 Eh
SMILES: C/C=C(\C)C#N
Energy above the lowest of the compared OMol25 structures with the same formula, charge and spin: 88.0 kcal per mole

DFT (the ωB97M-V functional and the def2-TZVPD basis) results for a 10-piece molecular cluster, C35H97N14O10P3 overall in a non-equilibrium geometry.

```
159
Properties=species:S:1:pos:R:3:mulliken_charge:R:1
C 1.40 -1.26 6.55 -1.216
C 2.30 -0.05 6.50 1.018
O 2.17 1.04 5.93 -0.669
N 3.39 -0.26 7.32 -0.200
C 4.43 0.74 7.50 -0.878
H 1.63 -2.05 5.82 0.196
H 0.43 -0.94 6.34 0.204
H 1.49 -1.70 7.56 0.437
H 3.62 -1.16 7.74 0.231
H 4.04 1.68 7.09 0.314
H 5.40 0.46 7.09 0.262
H 4.52 0.79 8.64 0.323
C 6.77 3.06 3.26 -1.127
C 6.76 1.62 2.67 0.574
O 7.35 1.40 1.64 -0.626
N 6.06 0.57 3.26 0.093
C 5.42 0.83 4.51 -1.065
H 7.11 3.09 4.32 0.362
H 5.65 3.33 3.24 0.197
H 7.37 3.65 2.59 0.346
H 5.97 -0.28 2.70 0.264
H 4.49 1.49 4.52 0.244
H 6.16 1.31 5.20 0.306
H 5.14 -0.13 4.97 0.407
C 3.62 5.75 -0.58 -1.002
C 2.18 5.63 -0.14 0.558
O 1.83 4.79 0.64 -0.639
N 1.32 6.54 -0.65 -0.152
C -0.10 6.40 -0.45 -0.636
H 3.79 5.80 -1.66 0.376
H 4.16 4.88 -0.21 -0.013
H 4.15 6.53 -0.11 0.464
H 1.71 7.18 -1.32 0.247
H -0.39 6.43 0.64 0.252
H -0.64 5.62 -0.94 0.057
H -0.56 7.28 -0.93 0.375
C -1.02 -1.58 3.74 -1.020
C 0.04 -2.68 3.77 0.732
O 0.00 -3.76 4.42 -0.755
N 1.16 -2.29 3.23 0.778
C 2.33 -3.18 3.29 -1.202
H -1.00 -0.86 2.95 0.199
H -0.96 -1.10 4.71 0.157
H -2.02 -1.97 3.76 0.422
H 1.17 -1.51 2.57 -0.363
H 2.23 -4.07 2.69 0.311
H 2.44 -3.59 4.28 0.384
H 3.24 -2.65 3.01 0.331
C 2.30 1.75 2.32 -0.768
C 1.00 1.38 1.49 -0.011
O 0.74 0.22 1.11 -0.184
N 0.29 2.41 1.07 0.309
C -0.86 2.38 0.22 -0.890
H 2.29 1.33 3.32 0.170
H 2.42 2.84 2.45 0.454
H 3.09 1.27 1.76 -0.017
H 0.69 3.33 1.09 0.417
H -1.58 1.64 0.55 0.250
H -0.72 2.10 -0.87 0.118
H -1.35 3.35 0.23 0.374
O -5.33 0.83 1.13 -1.019
P -5.58 0.82 -0.35 0.248
N -4.21 0.28 -1.16 1.404
C -3.32 -0.75 -0.64 -1.019
C -3.81 0.50 -2.54 -1.097
N -5.94 2.17 -1.18 0.302
C -5.00 3.27 -1.11 -0.845
C -7.28 2.67 -0.93 -1.035
N -6.81 -0.28 -0.57 0.607
C -7.69 -0.72 0.49 -1.124
C -7.24 -0.73 -1.88 -1.166
H -3.17 -1.51 -1.38 -0.061
H -3.72 -1.18 0.28 0.471
H -2.32 -0.24 -0.45 -0.012
H -3.64 -0.42 -3.08 0.176
H -2.83 0.98 -2.66 -0.092
H -4.57 1.02 -3.17 0.492
H -5.21 4.00 -1.94 0.534
H -5.10 3.79 -0.15 0.382
H -3.92 2.96 -1.19 -0.136
H -7.51 3.48 -1.62 0.352
H -7.91 1.85 -1.12 0.299
H -7.34 3.09 0.10 0.352
H -7.22 -0.43 1.46 0.280
H -8.60 -0.20 0.30 0.380
H -7.94 -1.76 0.49 0.290
H -7.29 -1.83 -1.94 0.222
H -6.56 -0.38 -2.64 0.338
H -8.23 -0.27 -2.10 0.356
O 4.41 -0.89 -3.42 -0.952
P 3.89 -0.08 -2.30 0.259
N 2.91 -0.93 -1.19 0.730
C 3.61 -1.78 -0.26 -0.881
C 1.64 -1.46 -1.55 -0.523
N 2.74 1.05 -2.90 0.690
C 3.09 1.87 -4.08 -1.138
C 2.04 1.88 -1.93 -0.388
N 5.06 0.72 -1.45 0.451
C 6.41 0.17 -1.56 -1.326
C 4.94 1.79 -0.45 1.148
H 4.57 -1.32 -0.06 0.205
H 3.83 -2.79 -0.72 0.229
H 3.07 -1.88 0.64 0.082
H 0.84 -0.74 -1.79 0.140
H 1.26 -1.85 -0.61 -0.659
H 1.71 -2.13 -2.39 0.689
H 2.16 2.20 -4.54 0.331
H 3.58 2.75 -3.65 0.316
H 3.70 1.40 -4.85 0.286
H 2.63 2.72 -1.55 0.183
H 1.15 2.30 -2.41 0.552
H 1.70 1.18 -1.15 -0.560
H 7.04 0.94 -1.99 0.397
H 6.76 -0.19 -0.62 0.325
H 6.39 -0.64 -2.28 0.429
H 3.94 1.85 -0.09 -0.778
H 5.32 2.81 -0.68 0.167
H 5.54 1.58 0.46 -0.646
O -3.81 -4.74 -0.09 -0.989
P -2.89 -4.83 -1.29 0.350
N -3.52 -3.80 -2.47 0.792
C -2.79 -3.43 -3.71 -0.689
C -4.97 -3.55 -2.56 -1.558
N -2.65 -6.33 -2.02 0.191
C -2.09 -7.34 -1.13 -1.121
C -3.78 -6.90 -2.76 -0.890
N -1.34 -4.35 -0.96 1.009
C -1.05 -3.69 0.28 -0.877
C -0.17 -4.51 -1.87 -0.858
H -3.50 -3.63 -4.54 0.384
H -1.89 -4.04 -3.91 0.369
H -2.51 -2.37 -3.62 -0.157
H -5.47 -4.24 -3.27 0.309
H -5.11 -2.52 -2.90 0.360
H -5.43 -3.61 -1.56 0.438
H -1.00 -7.08 -0.95 0.231
H -2.66 -7.45 -0.21 0.325
H -2.07 -8.27 -1.65 0.502
H -4.60 -7.25 -2.11 0.306
H -4.21 -6.13 -3.42 0.250
H -3.40 -7.70 -3.40 0.380
H -1.94 -3.19 0.68 0.340
H -0.79 -4.38 1.05 0.411
H -0.30 -2.90 0.18 -0.240
H 0.16 -3.51 -2.24 -0.120
H -0.44 -5.20 -2.69 0.481
H 0.73 -4.87 -1.37 0.426
C -2.11 4.53 -3.25 -0.431
O -2.83 5.57 -2.55 -0.569
H -2.58 4.36 -4.22 0.359
H -1.10 4.86 -3.34 0.308
H -2.12 3.61 -2.67 0.011
H -3.40 5.18 -1.90 0.321
C -0.07 -0.68 -4.67 -0.374
O 0.40 0.47 -4.09 -0.419
H -0.02 -0.69 -5.78 0.274
H 0.38 -1.56 -4.29 0.274
H -1.12 -0.63 -4.47 -0.063
H 1.34 0.41 -3.79 0.233
```

Results
Gap between HOMO and LUMO: 8.741 eV
Lowest unoccupied orbital energy: 0.361 eV
HOMO level: -0.30797 Eh
SMILES: CN(C)P(=O)(N(C)C)N(C)C.CN(C)P(=O)(N(C)C)N(C)C.CN(C)P(=O)(N(C)C)N(C)C.CNC(C)=O.CNC(C)=O.CNC(C)=O.CNC(C)=O.CNC(C)=O.CO.CO

DFT (the ωB97M-V functional and the def2-TZVPD basis) results for C16H30F3NO4P2PbS as an isolated structure in a non-equilibrium geometry.

```
58
Properties=species:S:1:pos:R:3:nbo_charge:R:1
Pb 0.39 0.23 -0.27 1.111
P 2.62 -0.34 -1.49 0.980
P -2.20 0.55 1.00 1.671
N -0.78 0.07 -2.19 -0.861
H -0.18 -1.64 0.59 0.434
C 3.13 -2.08 -1.56 -0.950
H 4.11 -2.03 -2.07 0.236
H 2.38 -2.63 -2.16 0.271
H 3.21 -2.48 -0.53 0.253
C 3.87 0.65 -0.62 -0.950
H 4.81 0.39 -1.14 0.236
H 3.89 0.39 0.45 0.254
H 3.61 1.72 -0.74 0.264
C 2.49 0.29 -3.19 -0.946
H 3.51 0.16 -3.59 0.232
H 2.19 1.35 -3.16 0.270
H 1.74 -0.30 -3.74 0.288
C -3.22 -0.86 1.40 -0.967
H -4.14 -0.45 1.82 0.225
H -2.68 -1.51 2.11 0.303
H -3.26 -1.46 0.46 0.262
C -1.92 1.90 2.18 -0.977
H -2.93 2.01 2.64 0.272
H -1.56 2.85 1.72 0.252
H -1.18 1.57 2.92 0.295
C -3.15 1.40 -0.36 -0.963
H -4.12 1.67 0.11 0.250
H -3.36 0.76 -1.24 0.285
H -2.72 2.34 -0.74 0.261
C -1.16 0.32 -3.38 0.145
C -2.10 -0.64 -5.46 -0.187
C -1.58 -0.82 -4.21 -0.317
C -1.27 1.66 -3.97 -0.341
C -1.79 1.84 -5.22 -0.194
C -2.20 0.69 -5.96 -0.332
H -2.42 -1.53 -6.06 0.211
H -1.45 -1.80 -3.70 0.204
H -0.93 2.48 -3.31 0.196
H -1.89 2.87 -5.64 0.211
H -2.61 0.83 -6.96 0.199
C 1.88 -0.01 2.41 0.655
O 1.67 0.90 1.57 -0.665
C 2.25 -1.46 2.14 -0.753
H 2.36 -2.07 3.06 0.269
H 3.24 -1.47 1.62 0.231
H 1.51 -2.04 1.53 0.249
C 2.04 0.47 3.81 -0.725
H 1.53 -0.12 4.59 0.263
H 1.62 1.50 3.74 0.242
H 3.14 0.49 3.98 0.233
F -1.49 -0.93 6.52 -0.325
C -0.41 -0.65 5.75 0.732
F -0.04 0.65 5.89 -0.334
F 0.65 -1.46 6.06 -0.337
S -1.00 -0.94 3.98 1.397
O -1.03 -2.43 3.67 -0.982
O -2.14 -0.01 3.94 -1.027
O -0.98 -0.84 1.03 -1.214
```

Results
Gap between HOMO and LUMO (alpha / beta): 4.439 / 4.404 eV
Lowest unoccupied orbital energy (alpha / beta): -1.538 / -1.554 eV
HOMO level (alpha / beta): -0.21963 / -0.21896 Eh
Energy above the lowest of the compared OMol25 structures with the same formula, charge and spin: 140.5 kcal per mole

DFT (the ωB97M-V functional and the def2-TZVPD basis) results for an isolated molecule of C5H5BrO3 in a non-equilibrium geometry.

```
14
Properties=species:S:1:pos:R:3:nbo_charge:R:1
C 1.35 -1.39 -0.27 -0.368
C 2.14 -0.70 0.62 -0.232
C 0.04 -2.00 0.08 0.767
C -0.75 -0.08 1.30 0.793
C -1.41 0.57 0.10 -0.772
O -0.39 -3.02 -0.35 -0.497
O -0.54 -1.40 1.20 -0.531
O -0.62 0.50 2.29 -0.523
Br 3.73 0.14 0.19 0.113
H 1.55 -1.57 -1.36 0.251
H -2.41 0.05 -0.08 0.252
H -0.92 0.40 -0.99 0.241
H -1.75 1.71 0.22 0.260
H 1.98 -0.54 1.69 0.247
```

Results
Gap between HOMO and LUMO: 9.843 eV
Lowest unoccupied orbital energy: -0.405 eV
HOMO level: -0.37658 Eh
SMILES: CC(=O)OC(=O)/C=C/Br
Energy above the lowest of the compared OMol25 structures with the same formula, charge and spin: 13.5 kcal per mole

E for the records above, in order: -249.33300; -3934.95015; -2556.33548; -2993.21749 Eh